Entry 1:
Below is a gas-phase ion, C7H12N (charge +1), with properties calculated with ωB97M-V with the def2-TZVPD basis set.

XYZ file:
```
20
Properties=species:S:1:pos:R:3:forces:R:3
C -1.0542 -0.8756 -0.0355 -3.2 -2.7 2.5
C -1.7102 -1.8501 0.6680 2.4 1.8 -2.0
C 0.8110 -0.3072 -1.5096 -1.4 0.8 0.2
C -0.6637 -0.2525 -1.2697 -0.4 0.4 -0.3
C 1.3052 0.5467 -0.4043 -1.5 -1.5 1.2
C 2.1940 -0.1169 0.6549 -3.2 1.2 0.6
C -1.4280 1.6243 0.3759 -3.5 2.9 -1.7
N -0.8066 0.4474 0.0692 4.8 -0.6 -1.4
H -1.9963 -1.8324 1.6813 -0.3 0.7 1.0
H -1.7162 -2.8121 0.2469 -0.3 -1.1 -0.8
H 0.9232 -1.3284 -1.4966 1.8 -2.3 0.2
H 1.0454 0.0867 -2.4390 0.8 0.7 -1.9
H -1.3626 -0.1032 -2.1005 0.0 0.1 0.6
H 1.1254 1.5949 -0.6885 0.9 -0.2 0.9
H 3.0815 -0.2436 0.1421 2.4 -0.3 -1.0
H 1.8253 -1.1518 0.9075 0.1 1.1 -0.3
H 2.3383 0.5186 1.5419 0.0 -0.4 -0.4
H -1.2112 1.9876 1.3481 0.1 0.1 1.0
H -1.1640 2.4828 -0.3615 -0.3 -1.6 1.1
H -2.5405 1.4134 0.2423 1.0 0.8 0.5
```
Forces are in eV/Å.

## Properties
DFT total energy   -328.24743 Eh
Energy relative to the best compared isomer or geometry (same formula, charge and spin)   4.935 eV
HOMO level (spin up / spin down)   -0.493 / -0.493 Eh
Charge   +1

Entry 2:
Below is a gas-phase ion, C7H12N (charge +1), with properties calculated with ωB97M-V with the def2-TZVPD basis set.

XYZ file:
```
20
Properties=species:S:1:pos:R:3:forces:R:3
C 2.6306 1.3248 1.1607 -0.4 0.2 -0.5
C 2.3823 0.4946 0.1319 1.5 0.5 2.2
C 1.4222 -0.6369 0.1056 -2.2 1.7 -1.8
C 0.1865 -0.1400 -0.7366 -0.8 -1.7 0.7
C -1.1692 -0.7962 -0.7715 2.1 3.6 1.6
C -2.0487 -1.8354 -1.1116 -2.3 -1.1 -0.6
N -1.1584 0.3809 -0.2402 1.2 -3.4 -0.5
C -1.7772 1.2129 0.7325 0.4 -0.4 3.3
H 3.4216 1.9941 0.8943 0.4 0.6 0.5
H 2.1620 1.5308 2.1514 0.1 -0.7 -1.0
H 3.1929 0.5666 -0.6153 -1.0 -0.3 -0.1
H 1.0378 -1.0205 1.0253 0.2 -0.2 0.9
H 1.8544 -1.4002 -0.5004 0.1 -1.0 -0.3
H 0.3710 0.2712 -1.6768 0.9 1.0 -1.2
H -2.0176 -2.6891 -0.3708 0.1 0.8 -1.0
H -3.0701 -1.3537 -1.0939 0.8 -0.9 0.0
H -1.8136 -2.1384 -2.1677 -0.2 -0.2 1.1
H -2.6556 0.6837 1.2855 1.3 1.1 -1.5
H -0.9847 1.4238 1.5810 -1.5 -0.3 -1.8
H -1.9661 2.1270 0.2168 -0.7 0.8 0.2
```
Forces are in eV/Å.

## Properties
DFT total energy   -328.29416 Eh
Energy relative to the best compared isomer or geometry (same formula, charge and spin)   3.663 eV
HOMO level   -0.490 Eh
Charge   +1

Entry 3:
Below is C7H12N2 in the gas phase, with properties calculated with ωB97M-V with the def2-TZVPD basis set.

XYZ file:
```
21
Properties=species:S:1:pos:R:3:forces:R:3
C 2.5810 0.1037 0.4850 0.6 1.1 0.5
C 1.2911 0.7014 1.1818 1.5 -2.6 -0.3
C 0.0450 0.2515 1.0325 -0.5 1.6 1.1
C -0.4761 -0.5415 -0.0696 0.9 1.4 0.4
C -0.2653 -0.1209 -1.4718 -1.7 -2.9 -1.6
N -0.2006 0.9890 -2.0420 -0.1 2.9 1.0
N -0.2101 2.0802 -1.1201 3.1 -1.5 1.6
C -1.2690 -1.5507 0.2240 1.5 0.9 -3.4
C -1.7985 -1.9703 1.4262 0.0 -1.4 5.3
H 3.2981 -0.2616 1.3252 -1.3 0.5 -1.5
H 2.4716 -0.6842 -0.2968 -0.5 0.4 0.9
H 3.1276 0.9308 -0.0601 -0.4 -0.7 0.7
H 1.4957 1.1972 2.1021 0.3 0.8 0.3
H -0.7393 0.6393 1.7579 1.1 -0.5 -0.9
H -0.6041 -0.7918 -2.2976 0.8 -0.8 1.1
H -0.0909 2.9234 -1.6820 0.6 -0.2 0.5
H 0.6597 1.7666 -0.3370 -3.2 2.4 -2.7
H -1.5593 -1.9625 -0.6835 -1.2 -1.6 -1.4
H -1.1919 -1.6452 2.3633 -1.5 0.4 -1.5
H -1.7693 -3.0274 1.6803 0.2 -0.6 -0.9
H -2.8721 -1.8080 1.4150 -0.2 0.6 0.6
```
Forces are in eV/Å.

## Properties
DFT total energy   -383.27060 Eh
Energy relative to the best compared isomer or geometry (same formula, charge and spin)   4.153 eV
HOMO level   -0.306 Eh

Entry 4:
Below is a molecular structure, C7H12N2, with properties calculated with ωB97M-V with the def2-TZVPD basis set.

XYZ file:
```
21
Properties=species:S:1:pos:R:3:forces:R:3
C 1.5687 1.9802 0.5139 0.8 -0.4 -0.6
C 0.2559 1.3577 0.1094 -1.3 -0.3 0.6
C -0.3581 0.1345 0.9683 0.9 1.1 0.0
C -1.6722 -0.1330 0.1791 0.3 1.4 1.9
C -1.1367 -0.1149 -1.1759 -1.0 0.9 -2.2
C 0.3336 0.2037 -0.8910 0.5 -0.6 0.6
C 0.7343 -2.0984 0.2480 -0.7 -0.5 0.0
H 2.2156 1.1630 0.8607 0.1 0.3 -0.3
H 2.0442 2.5033 -0.3742 -0.5 -0.6 1.1
H 1.4955 2.6722 1.3433 -0.3 0.3 0.0
H -0.4740 2.0871 -0.1578 -0.7 0.8 -0.2
H -0.3885 0.1953 2.0640 0.1 -0.3 -0.3
H -2.5773 0.2776 0.6106 -0.1 0.3 -0.4
H -2.7120 -1.4746 -0.8486 1.2 0.2 -0.1
H -1.5638 0.3438 -2.1307 0.2 -0.7 1.7
H 1.0424 0.3378 -1.6745 0.4 -0.4 -0.9
H 0.6813 -2.4212 -0.8169 0.3 0.1 0.7
H -0.1913 -2.6199 0.7283 1.8 1.2 -0.6
H 1.6921 -2.4335 0.7088 -0.7 0.0 -0.3
N -1.7203 -1.3551 -0.5466 -0.4 -0.8 -1.1
N 0.7306 -0.6054 0.2817 -0.9 -1.9 0.4
```
Forces are in eV/Å.

## Properties
DFT total energy   -383.30379 Eh
Energy relative to the best compared isomer or geometry (same formula, charge and spin)   3.250 eV
HOMO level   -0.299 Eh

Entry 5:
Below is C7H12N2 in the gas phase, with properties calculated with ωB97M-V with the def2-TZVPD basis set.

XYZ file:
```
21
Properties=species:S:1:pos:R:3:forces:R:3
C -1.1504 -0.0450 -2.4537 -0.1 -0.3 0.1
C -0.9796 -0.7983 -1.1401 0.0 0.2 -0.2
C -0.2022 -0.0515 -0.1191 1.7 -1.0 1.2
C 0.3739 1.1493 -0.0826 -0.2 0.1 0.0
C 1.0740 1.3000 1.2527 -0.1 0.0 0.1
C 0.1223 0.4862 2.1488 0.0 0.0 0.2
C 0.2849 -0.7269 1.2273 -0.3 0.1 0.2
N 1.7899 -0.9217 1.4031 -1.1 0.4 -1.1
N 2.2892 0.4480 1.2516 0.6 0.1 -0.1
H -1.7486 -0.6432 -3.1425 0.0 0.1 -0.1
H -0.1844 0.1478 -2.9135 0.1 0.1 -0.1
H -1.6537 0.9059 -2.2921 0.0 0.1 0.0
H -0.4812 -1.7563 -1.3272 -0.1 0.0 0.1
H -1.9654 -1.0313 -0.7183 0.1 -0.1 0.0
H 0.3624 1.9187 -0.8321 0.0 0.1 -0.3
H 1.3180 2.3197 1.5422 0.0 0.0 0.0
H -0.8891 0.8818 2.1753 0.0 0.0 0.0
H 0.5000 0.3208 3.1585 0.1 0.0 0.0
H -0.2155 -1.6528 1.4946 -0.1 0.0 0.1
H 2.1604 -1.4495 0.6099 -0.2 0.3 0.1
H 2.8247 0.6471 2.0951 -0.2 -0.1 -0.1
```
Forces are in eV/Å.

## Properties
DFT total energy   -383.36419 Eh
Energy relative to the best compared isomer or geometry (same formula, charge and spin)   1.606 eV
HOMO level   -0.303 Eh

Entry 6:
Below is a molecular structure, C7H12N2, with properties calculated with ωB97M-V with the def2-TZVPD basis set.

XYZ file:
```
21
Properties=species:S:1:pos:R:3:forces:R:3
C 0.0984 -0.6743 0.4520 -1.0 2.7 0.2
C 0.2792 -0.4638 1.9997 1.2 0.7 4.4
C -0.0606 0.8749 0.5808 1.2 1.7 -1.8
C -0.2523 1.2299 -0.9875 1.5 -0.3 0.8
C 1.3411 0.6317 -1.4426 -3.6 0.4 0.5
C 0.4927 -0.7244 -1.0310 5.7 -2.1 -2.1
C -0.6483 -0.0778 -1.6944 -3.2 -0.5 0.5
H -1.0132 -2.4379 0.0676 -1.1 4.2 2.0
H -1.5067 -1.1081 1.4319 -0.7 -1.6 -2.5
H -0.2200 -1.2125 2.6373 0.5 -0.3 -0.4
H 1.2274 -0.1246 2.7159 -1.8 -0.8 -2.7
H -0.5481 1.4711 2.6719 0.0 -0.7 -1.4
H 0.9896 1.3872 0.7316 -1.9 -1.2 0.4
H -0.5161 2.2301 -1.3532 -0.2 -0.4 0.3
H 2.1959 0.9729 -0.9084 0.6 0.1 0.8
H 1.4257 0.9745 -2.5054 -0.1 -1.2 0.7
H 0.8773 -1.7800 -1.4414 -0.8 2.2 0.9
H -0.5979 0.0719 -2.7332 0.8 0.0 -1.5
H -1.5560 -0.7070 -1.5304 0.2 1.6 0.0
N -1.2439 -1.2790 0.3951 0.4 -3.6 1.9
N -0.7640 0.7453 1.9437 2.1 -0.8 -1.0
```
Forces are in eV/Å.

## Properties
DFT total energy   -383.14898 Eh
Energy relative to the best compared isomer or geometry (same formula, charge and spin)   7.462 eV
HOMO level   -0.305 Eh

Entry 7:
Below is C7H12N2O in the gas phase, with properties calculated with ωB97M-V with the def2-TZVPD basis set.

XYZ file:
```
22
Properties=species:S:1:pos:R:3:forces:R:3
C -1.7139 0.1626 1.4506 2.1 -0.6 2.4
O -1.5223 0.7513 0.1865 0.8 -2.2 -1.0
C -0.8006 -0.1420 -0.6621 0.1 -1.2 0.6
C -1.5110 -1.4873 -1.1087 2.6 1.6 4.2
N 0.6159 -0.3744 -0.1741 0.4 -0.1 0.4
N 1.0980 -1.5532 0.2375 -0.8 -0.8 -0.5
C 2.3935 -1.3845 0.4501 -1.3 -2.2 1.0
C 2.7854 -0.0724 0.3166 -2.4 0.0 -1.2
C 1.6369 0.5408 -0.1568 -0.5 0.3 -0.4
C 1.3024 1.8696 -0.6821 -0.3 0.9 -1.7
H -2.3174 -0.8305 1.5618 0.8 2.0 -0.7
H -2.1154 1.0284 1.9726 -0.5 -0.6 0.7
H -0.6299 -0.0570 1.9989 -2.6 0.4 -1.4
H -0.5840 0.3460 -1.5446 -0.2 1.7 -1.8
H -1.2544 -2.1937 -0.3196 -0.5 -0.4 -0.3
H -2.4969 -1.4283 -1.3711 -2.8 0.7 0.2
H -1.0788 -1.7575 -1.9789 2.0 -1.1 -2.7
H 2.8292 -2.3312 0.7572 0.7 0.6 0.1
H 3.6966 0.3454 0.4966 2.2 1.1 0.2
H 2.0250 2.6514 -0.6031 1.4 -0.1 -0.2
H 0.9624 1.8530 -1.8046 0.3 0.0 2.2
H 0.6019 2.3128 -0.0131 -1.6 0.1 0.0
```
Forces are in eV/Å.

## Properties
DFT total energy   -458.58875 Eh
Energy relative to the best compared isomer or geometry (same formula, charge and spin)   2.724 eV
HOMO level   -0.325 Eh

Entry 8:
Below is C7H12N2O in the gas phase, with properties calculated with ωB97M-V with the def2-TZVPD basis set.

XYZ file:
```
22
Properties=species:S:1:pos:R:3:forces:R:3
C 1.4618 2.2861 0.6352 5.7 -0.7 -0.7
C 0.1664 1.8065 0.6369 -5.7 -0.6 0.5
C 1.6541 0.1662 0.0448 -4.2 -1.8 -0.1
C -1.4689 -0.0831 -1.5246 -0.9 0.8 1.4
C -2.0838 0.1599 1.0039 -0.1 -0.8 -0.3
C 3.2928 -1.1380 -1.0513 0.8 -1.0 -0.2
C -0.9701 -0.2660 0.0255 -1.9 -1.7 -0.8
N 2.2834 1.1886 0.3194 3.1 3.6 0.6
N 0.1444 0.4956 0.2316 3.6 0.1 0.1
O 1.9976 -1.0994 -0.2946 1.2 1.6 -1.1
H 1.9049 3.2158 0.9836 -0.3 -0.4 -0.1
H -0.7623 2.3339 0.7876 0.2 0.0 -0.1
H -2.1439 -0.8326 -2.0649 1.0 0.8 1.2
H -0.5727 0.1332 -2.0972 0.0 -0.2 -0.3
H -2.0064 0.8947 -1.3862 0.2 -0.8 -0.8
H -2.5448 1.0833 0.7461 0.0 1.1 -0.3
H -1.9720 0.1310 2.0902 0.9 0.0 -0.2
H -2.8521 -0.5289 0.8082 -1.3 -1.1 -0.2
H 3.6403 -2.2286 -1.0196 -0.5 1.7 0.5
H 4.0550 -0.4074 -0.6167 -1.2 -1.2 -0.4
H 3.2064 -0.9605 -2.1697 -0.6 0.3 1.4
H -0.7201 -1.3263 0.2039 -0.1 0.3 -0.1
```
Forces are in eV/Å.

## Properties
DFT total energy   -458.45432 Eh
Multiplicity   3
Energy relative to the best compared isomer or geometry (same formula, charge and spin)   0.076 eV
HOMO level (spin up / spin down)   -0.143 / -0.347 Eh

Entry 9:
Below is 2 unconnected molecules or ions with the total composition C7H12N2O2, with properties calculated with ωB97M-V with the def2-TZVPD basis set.

XYZ file:
```
23
Properties=species:S:1:pos:R:3:forces:R:3
C -1.8289 -0.0258 -0.0810 -0.8 0.7 0.5
C -0.4102 1.7168 -1.2452 -0.4 2.7 4.0
C -0.4389 1.4156 1.2990 -2.8 1.9 0.5
C 0.2385 -1.5460 1.2138 -1.0 -3.8 -1.1
C 0.3230 -1.5571 -1.3634 -4.0 -0.9 2.1
C -0.7259 0.9017 -0.0343 0.9 -2.3 -0.9
C 0.5759 -0.9120 -0.0929 -1.6 1.9 2.7
N -2.7219 -0.7313 0.1108 0.2 0.0 -0.4
N 1.7238 -0.0619 -0.0102 -0.9 -0.3 -0.9
O 2.1055 0.3690 1.0700 0.6 -0.3 -0.4
O 2.1174 0.2625 -1.1232 1.5 0.8 0.1
H -0.5308 1.1647 -2.0658 -1.6 -1.5 -3.6
H -0.9411 2.7287 -1.0696 0.6 -1.6 -1.1
H 0.6311 1.9171 -1.3076 1.2 0.5 0.5
H -0.9374 0.8103 2.0142 0.4 -0.7 1.0
H -0.7782 2.4411 1.5991 -0.5 -0.5 -1.1
H 0.5648 1.5925 1.3698 2.9 -0.3 0.8
H 0.1896 -0.8384 1.9506 -0.6 1.7 1.8
H 0.9587 -2.2487 1.6447 0.7 0.1 -0.7
H -0.6674 -2.2691 1.1740 1.0 1.8 -0.2
H -0.6984 -2.0476 -1.3980 1.3 -0.1 0.7
H 0.1732 -0.8958 -2.0930 0.3 2.8 -3.1
H 1.0776 -2.1863 -1.5618 2.6 -2.6 -1.1
```
Forces are in eV/Å.

## Properties
DFT total energy   -533.69671 Eh
Energy relative to the best compared isomer or geometry (same formula, charge and spin)   7.163 eV
HOMO level   -0.344 Eh

Entry 10:
Below is C7H12N2O5 in the gas phase, with properties calculated with ωB97M-V with the def2-TZVPD basis set.

XYZ file:
```
26
Properties=species:S:1:pos:R:3:forces:R:3
N 2.4734 1.6496 1.4413 1.3 1.0 -4.4
C 2.2905 0.2205 1.4465 2.5 -0.1 -1.0
C 1.0349 -0.2799 0.9096 -1.1 -1.4 0.1
O 0.9677 -1.5204 0.9193 -0.9 1.8 -1.0
N 0.1227 0.7051 0.5760 0.5 0.5 0.9
C -0.7715 0.9798 -0.5827 2.2 -0.2 1.3
C -1.6000 -0.2282 -0.8820 -1.1 0.3 -0.5
C -0.8840 -1.3495 -1.6047 -0.2 -1.7 2.2
C -1.2986 -2.8411 -1.2380 3.1 1.1 2.2
O -2.2560 -3.5123 -1.3759 -1.3 0.1 -0.9
O -0.2202 -3.3243 -0.5173 -0.3 0.5 -0.7
C -1.5677 2.2372 -0.1597 -0.9 -0.7 -1.4
O -1.8084 3.1706 -0.8575 0.5 0.3 -0.7
O -2.1515 2.1082 1.0103 0.3 -0.4 1.5
H 3.1051 1.8778 0.5374 -2.7 -0.4 1.5
H 3.2740 1.7992 1.9530 1.7 0.7 2.9
H 2.4184 -0.1344 2.4278 -0.1 -0.6 1.4
H 3.0988 -0.3302 0.8591 -1.0 0.5 0.6
H 0.4514 1.6019 0.9678 0.4 -0.7 -0.4
H -0.0778 1.2769 -1.3822 -0.7 -0.1 -0.3
H -2.2327 -0.5258 -0.0332 0.4 0.0 -0.2
H -2.2007 0.1907 -1.6388 -1.8 0.2 -0.7
H 0.1464 -1.3410 -1.2587 0.1 0.5 -1.1
H -1.0260 -1.2678 -2.6287 0.2 0.4 -2.0
H 0.3823 -2.5429 -0.3342 -0.8 -1.7 0.4
H -1.6705 1.3803 1.4452 -0.5 0.0 0.4
```
Forces are in eV/Å.

## Properties
DFT total energy   -759.61457 Eh
Energy relative to the best compared isomer or geometry (same formula, charge and spin)   2.667 eV
HOMO level   -0.374 Eh

Entry 11:
Below is C7H12N2O5S in the gas phase, with properties calculated with ωB97M-V with the def2-TZVPD basis set.

XYZ file:
```
27
Properties=species:S:1:pos:R:3:forces:R:3
N 3.1468 -1.8007 -0.0843 1.4 -2.0 1.6
C 2.2702 -1.1055 0.8516 0.3 0.7 0.0
C 2.8342 0.3675 0.9620 -0.6 0.8 1.1
C 2.4528 1.1422 -0.3364 0.9 2.7 -1.3
O 2.0182 2.2973 -0.4273 0.6 -2.9 1.1
O 2.8632 0.5360 -1.4811 -0.3 -1.7 1.4
C 0.8966 -1.0231 0.1749 -0.7 -2.1 -0.2
O 0.5818 -1.8847 -0.7145 0.5 3.2 2.7
N 0.0588 -0.0819 0.7308 -1.5 -0.6 -1.7
C -1.2149 0.0519 0.0396 -1.4 -0.3 -0.2
C -2.3247 -0.9277 0.6779 4.0 -1.8 -3.6
S -3.6411 -1.3384 -0.3668 -3.2 1.9 0.2
C -1.7512 1.5076 0.1327 2.2 -3.2 0.7
O -1.1844 2.3377 0.7846 -0.2 0.8 0.2
O -2.8563 1.6657 -0.5559 0.0 1.2 -0.1
H 3.7762 -2.4348 0.5436 -1.3 1.4 -2.2
H 2.5461 -2.3787 -0.6822 0.3 -0.2 0.4
H 2.2105 -1.6951 1.8228 -0.2 1.2 -0.9
H 2.4231 0.9796 1.8555 0.7 -1.1 -1.4
H 3.9658 0.3395 1.0111 -1.3 0.0 0.0
H 3.1057 -0.4334 -1.2190 0.1 1.5 -0.6
H 0.2112 0.8044 1.2090 1.2 -0.4 0.1
H -1.0344 -0.1455 -1.0351 -0.5 -0.2 0.5
H -1.8354 -1.9333 0.8478 -0.1 1.0 -0.5
H -2.4767 -0.6309 1.6132 -1.4 1.6 3.9
H -4.5410 -0.2004 -0.0136 1.6 -2.1 -0.8
H -2.8889 2.6285 -0.4696 -1.1 0.6 -0.4
```
Forces are in eV/Å.

## Properties
DFT total energy   -1157.83317 Eh
Energy relative to the best compared isomer or geometry (same formula, charge and spin)   1.880 eV
HOMO level   -0.339 Eh

Entry 12:
Below is C7H12N2S in the gas phase, with properties calculated with ωB97M-V with the def2-TZVPD basis set.

XYZ file:
```
22
Properties=species:S:1:pos:R:3:forces:R:3
C 0.3596 2.0931 1.3054 0.0 0.7 -0.2
C 1.0837 2.5017 0.2543 0.1 -0.3 -0.2
C 0.7324 0.0400 -0.5656 -0.8 1.1 2.1
C 0.8129 -1.2315 -0.8665 0.2 -0.3 -0.1
C 1.5496 -1.7127 -2.0965 -0.1 0.2 0.1
C 0.2013 -2.3107 -0.0232 -0.2 0.2 0.0
C -2.3146 1.1324 0.7735 0.1 0.1 -0.1
N -0.0617 0.8195 1.5278 0.6 -2.1 -2.0
N -1.3769 0.6256 1.7571 0.0 0.3 0.2
S 1.2738 1.5144 -1.1892 0.0 0.2 0.0
H 0.0812 2.8355 2.0494 -0.1 -0.1 0.0
H 1.5146 3.4855 0.1777 0.0 0.1 0.1
H 0.8650 -1.7301 -2.9477 0.0 -0.1 0.0
H 2.3662 -1.0393 -2.3471 0.1 0.0 0.0
H 1.9377 -2.7178 -1.9402 0.1 0.0 0.0
H 0.9864 -2.9062 0.4428 0.1 -0.1 0.0
H -0.4122 -1.8891 0.7665 -0.1 0.0 0.1
H -0.4026 -2.9744 -0.6421 -0.1 -0.1 0.0
H -2.2074 0.6031 -0.1825 0.1 0.0 0.0
H -3.3286 1.0167 1.1409 -0.1 0.0 0.1
H -2.1090 2.1871 0.6014 -0.1 0.0 0.0
H -1.5514 -0.3427 2.0037 0.2 0.3 0.0
```
Forces are in eV/Å.

## Properties
DFT total energy   -781.45542 Eh
Energy relative to the best compared isomer or geometry (same formula, charge and spin)   4.729 eV
HOMO level   -0.274 Eh